No. 1
Density functional theory data (ωB97M-V with the def2-TZVPD basis set) for a molecular structure, C21H31N10OV in a non-equilibrium geometry.

Last column: Löwdin spin population.
Cartesian coordinates (Å):
V 0.088 0.070 0.950  1.9327
N 4.113 0.110 1.385  0.0086
C 4.194 -0.194 0.066  -0.0029
C 2.904 -0.349 -0.385  0.0028
N 2.054 -0.135 0.645  -0.0053
C 2.805 0.146 1.716  0.0197
C 2.066 0.422 2.901  0.0027
N 0.725 0.379 2.770  -0.0043
C 0.210 0.652 4.004  0.0074
C 1.242 0.866 4.877  -0.0024
N 2.396 0.716 4.168  0.0045
H 4.908 0.268 1.989  0.0002
H 5.125 -0.274 -0.460  -0.0003
H 2.568 -0.623 -1.369  0.0000
H -0.848 0.653 4.206  0.0003
H 1.236 1.109 5.923  -0.0003
H 3.324 0.813 4.563  0.0002
N 0.251 1.696 -0.444  -0.0048
H 0.767 2.456 0.009  0.0002
H -0.597 2.132 -0.816  0.0013
H 0.809 1.436 -1.264  0.0016
C 2.455 -9.326 -2.617  0.0003
C 1.545 -8.773 -1.616  0.0011
C 1.895 -7.624 -0.870  -0.0003
C 1.057 -7.104 0.084  0.0015
C -0.190 -7.715 0.331  0.0017
N -1.088 -7.264 1.264  0.0017
C -1.102 -6.238 2.180  -0.0002
O -1.813 -6.281 3.142  -0.0001
N -0.263 -5.092 2.010  -0.0028
C -0.360 -4.112 1.053  0.0007
C -0.675 -4.354 -0.294  0.0256
C -0.719 -3.287 -1.175  -0.0007
C -0.466 -2.004 -0.716  0.0195
N -0.181 -1.759 0.566  -0.0219
C -0.120 -2.775 1.422  0.0023
C -0.546 -8.869 -0.406  0.0002
C 0.296 -9.384 -1.352  0.0011
H 3.282 -8.659 -2.843  0.0000
H 1.922 -9.610 -3.527  0.0001
H 2.868 -10.280 -2.261  0.0001
H 2.853 -7.160 -1.053  0.0000
H 1.364 -6.254 0.673  -0.0001
H -1.830 -7.932 1.481  0.0000
H -0.087 -4.719 2.941  0.0000
H -0.864 -5.356 -0.644  0.0005
H -0.950 -3.449 -2.216  -0.0006
H -0.478 -1.145 -1.389  0.0000
H 0.130 -2.525 2.452  -0.0004
H -1.499 -9.339 -0.218  0.0000
H 0.004 -10.261 -1.909  0.0000
N -6.124 0.323 1.527  0.0000
C -4.824 0.906 1.091  -0.0002
C -3.600 0.042 1.483  0.0010
N -2.335 0.656 1.055  0.0047
H -6.918 0.831 1.105  0.0000
H -6.252 0.375 2.548  0.0000
H -6.213 -0.662 1.237  0.0000
H -4.736 1.899 1.541  0.0000
H -4.853 1.020 0.004  0.0000
H -3.680 -0.943 1.011  0.0001
H -3.571 -0.088 2.568  0.0001
H -2.215 1.528 1.576  0.0018
H -2.430 0.896 0.066  0.0012

## Properties
- <S²> = 2.0157
- net charge = +4
- spin multiplicity = 3
- molar mass (g/mol) = 490.492
- ΔE to the lowest compared entry with this formula, charge and spin (kcal per mole) = 16.22
- LUMO (spin up / spin down) (Ha) = -0.4824 / -0.4576
- energy (Ha) = -2384.3075
- gap between HOMO and LUMO (spin up / spin down) (hartree) = 0.0827 / 0.1069

=====

No. 2
Density functional theory data (ωB97M-V with the def2-TZVPD basis set) for a molecular structure, C2H13N5 in a non-equilibrium geometry.

Last column: Löwdin charge in e.
Cartesian coordinates (Å):
C -0.729 1.728 0.587  -0.1043
N -1.118 0.572 -0.222  -0.4446
N -0.812 -0.620 0.552  -0.0514
N -2.516 0.694 -0.501  0.0204
H -1.233 -1.398 0.040  0.0364
H 0.490 -0.872 0.629  0.0343
H -2.737 0.062 -1.264  0.0642
H -3.036 0.377 0.323  0.0725
H -1.284 1.752 1.533  0.0760
H -0.925 2.635 0.019  0.0753
H 0.333 1.657 0.822  0.0636
C 1.857 -1.112 0.997  -0.1334
N 1.925 -0.292 -1.092  0.0288
N 0.846 -0.540 -1.765  -0.0174
H 1.801 0.613 -0.640  0.0541
H 0.861 -1.403 -2.294  0.1117
H -0.058 -0.060 -1.537  0.0756
H 1.404 -1.233 1.990  0.0212
H 2.725 -0.478 1.178  0.0101
H 2.204 -2.082 0.647  0.0069

## Properties
- molar mass (g/mol) = 107.161
- ΔE to the lowest compared entry with this formula, charge and spin (kcal per mole) = 119.45
- LUMO (spin up / spin down) (Ha) = -0.0053 / 0.0026
- energy (Ha) = -357.5181
- gap between HOMO and LUMO (spin up / spin down) (hartree) = 0.2665 / 0.2770

=====

No. 3
Density functional theory data (ωB97M-V with the def2-TZVPD basis set) for a single C9H13NO2S molecule in a non-equilibrium geometry.

Last column: Löwdin charge in e.
Cartesian coordinates (Å):
C -3.136 0.868 1.096  -0.0562
C -2.000 0.686 1.943  -0.0403
C -3.057 0.458 -0.194  -0.0678
C -0.782 0.291 1.446  0.0018
C -1.842 0.023 -0.740  -0.0570
C -0.733 0.002 0.040  -0.1968
C 2.673 -0.671 1.143  -0.0870
C 1.560 -1.339 0.248  -0.1918
C 0.650 -0.412 -0.591  -0.4110
N 0.493 -0.628 -2.161  0.0377
O 0.346 1.928 -1.539  -0.2884
O 2.640 1.029 -1.678  -0.4313
S 1.588 1.238 -0.738  0.9306
H -4.113 1.141 1.534  0.1157
H -2.070 0.924 2.909  0.0612
H -3.878 0.467 -0.767  0.0673
H -0.021 0.181 2.038  0.0457
H -1.691 -0.244 -1.779  0.1066
H 2.064 0.026 1.671  0.0473
H 3.042 -1.442 1.671  0.0480
H 3.246 -0.155 0.449  0.0272
H 1.161 -1.982 0.977  0.0909
H 2.281 -1.957 -0.271  0.1068
H 1.219 -0.133 -2.644  0.0383
H -0.346 1.305 -1.805  0.0286
H 0.705 -1.606 -2.259  0.0741

## Properties
- molar mass (g/mol) = 199.275
- ΔE to the lowest compared entry with this formula, charge and spin (kcal per mole) = 79.29
- LUMO (Ha) = 0.0308
- energy (Ha) = -954.0588
- gap between HOMO and LUMO (hartree) = 0.3613

=====

No. 4
Density functional theory data (ωB97M-V with the def2-TZVPD basis set) for a gas-phase ion, C22H26Cl2N (charge +1) in a non-equilibrium geometry.

Last column: Löwdin charge in e.
Cartesian coordinates (Å):
Cl -6.287 1.332 1.652  0.7434
C -4.798 0.565 1.954  -0.6850
C -4.732 -0.822 2.056  -0.0771
C -3.535 -1.462 2.392  -0.0470
C -2.416 -0.720 2.722  -0.1863
C -1.136 -1.639 2.945  -0.1307
C 0.098 -0.785 2.790  -0.0655
C 1.339 -1.274 2.547  -0.0269
C 2.541 -0.489 2.173  -0.2123
C 3.743 -1.209 2.007  -0.0308
C 4.951 -0.557 1.783  -0.0889
C 4.980 0.833 1.704  -0.6823
Cl 6.463 1.627 1.414  0.7269
C 3.802 1.570 1.835  -0.0864
C 2.585 0.926 2.067  -0.0108
C -2.448 0.681 2.585  -0.0157
C -3.644 1.311 2.178  -0.0704
H -5.633 -1.399 1.921  0.1099
H -3.492 -2.558 2.350  0.1174
H -1.126 -2.553 2.209  0.1735
H -0.126 0.258 2.462  0.0900
H 1.472 -2.398 2.563  0.1226
H 3.711 -2.287 2.098  0.1094
H 5.856 -1.125 1.677  0.1064
H 3.852 2.644 1.761  0.1067
H 1.677 1.518 2.203  0.1101
H -1.594 1.342 2.745  0.1094
H -3.700 2.386 2.101  0.1116
C 0.061 -6.260 5.177  -0.0580
C -0.955 -5.249 4.638  -0.4051
C -1.296 -5.589 3.208  -0.0684
C -0.341 -3.821 4.796  -0.1492
C -0.207 -3.574 6.279  -0.1594
C -0.633 -2.157 6.609  -0.1511
C -1.557 -1.656 5.531  -0.1098
N -1.237 -2.518 4.342  0.0353
H 1.028 -6.136 4.668  0.0996
H 0.223 -6.203 6.262  0.0850
H -0.289 -7.277 4.976  0.0931
H -1.860 -5.305 5.283  0.1512
H -0.413 -5.406 2.583  0.0937
H -1.536 -6.657 3.139  0.0920
H -2.154 -5.025 2.830  0.0711
H 0.617 -3.786 4.248  0.1440
H -0.748 -4.327 6.882  0.1270
H 0.847 -3.711 6.503  0.1294
H -1.066 -2.123 7.617  0.1313
H 0.247 -1.511 6.583  0.1229
H -2.563 -2.027 5.734  0.1362
H -1.534 -0.551 5.414  0.1496
H -2.138 -2.925 4.084  0.1185

## Properties
- SMILES = CC(C)[C@@H]1CCC[N@H+]1[C@H](/C=C/c1ccc(Cl)cc1)c1ccc(Cl)cc1
- net charge = +1
- molar mass (g/mol) = 375.363
- LUMO (Ha) = -0.1132
- energy (Ha) = -1828.7687
- gap between HOMO and LUMO (hartree) = 0.2969

=====

No. 5
Density functional theory data (ωB97M-V with the def2-TZVPD basis set) for a single C3H5N5 molecule in a non-equilibrium geometry.

Last column: Löwdin charge in e.
Cartesian coordinates (Å):
C -0.651 0.893 -1.044  0.0088
C 0.948 -1.106 -0.673  -0.1201
C -0.112 0.028 1.169  -0.4756
H -0.330 1.926 -0.644  0.1220
H -1.659 0.785 -0.723  0.0789
H -0.441 0.765 -2.028  0.0416
H 0.870 -1.127 -1.868  0.1636
H -1.156 1.638 0.871  -0.0238
N -0.111 -0.273 -0.157  -0.0461
N 1.614 -1.965 0.056  0.0378
N 1.299 -1.784 1.450  0.0123
N 0.424 -0.955 1.954  0.0892
N -0.695 1.175 1.637  0.1114

## Properties
- SMILES = [H]/N=c1/nnncn1C
- molar mass (g/mol) = 111.108
- ΔE to the lowest compared entry with this formula, charge and spin (kcal per mole) = 109.16
- LUMO (Ha) = -0.0342
- energy (Ha) = -390.9444
- gap between HOMO and LUMO (hartree) = 0.3163

=====

No. 6
Density functional theory data (ωB97M-V with the def2-TZVPD basis set) for 2 unconnected molecules or ions with the total composition C4H14N2O in a non-equilibrium geometry.

Last column: Löwdin charge in e.
Cartesian coordinates (Å):
N -1.136 0.228 1.436  -0.0276
C 0.315 0.642 1.317  -0.2631
C 0.725 1.172 -0.065  -0.2285
N 1.432 0.109 -0.846  -0.1098
C 0.738 -1.005 -1.448  -0.3200
C 1.132 -2.287 -0.796  -0.1204
H -1.166 -0.605 0.935  0.0045
H -1.566 -0.013 2.439  0.1335
H 0.667 1.539 1.981  0.1261
H 1.000 -0.342 1.439  0.1283
H 1.471 1.945 -0.226  0.0973
H -0.161 1.638 -0.647  0.1330
H 2.339 -0.087 -0.515  0.0855
H 0.773 -1.090 -2.633  0.1336
H -0.341 -0.872 -1.391  0.0949
H 2.101 -2.592 -1.052  0.0552
H 0.808 -2.283 0.237  0.0606
H 0.600 -3.208 -1.042  0.0728
H -3.228 2.607 -0.500  0.0251
H -2.943 1.951 0.963  0.0423
O -3.561 2.553 0.413  -0.1231

## Properties
- SMILES = CCNCCN.O
- molar mass (g/mol) = 106.169
- ΔE to the lowest compared entry with this formula, charge and spin (kcal per mole) = 73.51
- LUMO (Ha) = 0.0322
- energy (Ha) = -345.4590
- gap between HOMO and LUMO (hartree) = 0.3425

=====

Please write out number 1 again, unchanged.
Density functional theory data (ωB97M-V with the def2-TZVPD basis set) for a molecular structure, C21H31N10OV in a non-equilibrium geometry.

Last column: Löwdin spin population.
Cartesian coordinates (Å):
V 0.088 0.070 0.950  1.9327
N 4.113 0.110 1.385  0.0086
C 4.194 -0.194 0.066  -0.0029
C 2.904 -0.349 -0.385  0.0028
N 2.054 -0.135 0.645  -0.0053
C 2.805 0.146 1.716  0.0197
C 2.066 0.422 2.901  0.0027
N 0.725 0.379 2.770  -0.0043
C 0.210 0.652 4.004  0.0074
C 1.242 0.866 4.877  -0.0024
N 2.396 0.716 4.168  0.0045
H 4.908 0.268 1.989  0.0002
H 5.125 -0.274 -0.460  -0.0003
H 2.568 -0.623 -1.369  0.0000
H -0.848 0.653 4.206  0.0003
H 1.236 1.109 5.923  -0.0003
H 3.324 0.813 4.563  0.0002
N 0.251 1.696 -0.444  -0.0048
H 0.767 2.456 0.009  0.0002
H -0.597 2.132 -0.816  0.0013
H 0.809 1.436 -1.264  0.0016
C 2.455 -9.326 -2.617  0.0003
C 1.545 -8.773 -1.616  0.0011
C 1.895 -7.624 -0.870  -0.0003
C 1.057 -7.104 0.084  0.0015
C -0.190 -7.715 0.331  0.0017
N -1.088 -7.264 1.264  0.0017
C -1.102 -6.238 2.180  -0.0002
O -1.813 -6.281 3.142  -0.0001
N -0.263 -5.092 2.010  -0.0028
C -0.360 -4.112 1.053  0.0007
C -0.675 -4.354 -0.294  0.0256
C -0.719 -3.287 -1.175  -0.0007
C -0.466 -2.004 -0.716  0.0195
N -0.181 -1.759 0.566  -0.0219
C -0.120 -2.775 1.422  0.0023
C -0.546 -8.869 -0.406  0.0002
C 0.296 -9.384 -1.352  0.0011
H 3.282 -8.659 -2.843  0.0000
H 1.922 -9.610 -3.527  0.0001
H 2.868 -10.280 -2.261  0.0001
H 2.853 -7.160 -1.053  0.0000
H 1.364 -6.254 0.673  -0.0001
H -1.830 -7.932 1.481  0.0000
H -0.087 -4.719 2.941  0.0000
H -0.864 -5.356 -0.644  0.0005
H -0.950 -3.449 -2.216  -0.0006
H -0.478 -1.145 -1.389  0.0000
H 0.130 -2.525 2.452  -0.0004
H -1.499 -9.339 -0.218  0.0000
H 0.004 -10.261 -1.909  0.0000
N -6.124 0.323 1.527  0.0000
C -4.824 0.906 1.091  -0.0002
C -3.600 0.042 1.483  0.0010
N -2.335 0.656 1.055  0.0047
H -6.918 0.831 1.105  0.0000
H -6.252 0.375 2.548  0.0000
H -6.213 -0.662 1.237  0.0000
H -4.736 1.899 1.541  0.0000
H -4.853 1.020 0.004  0.0000
H -3.680 -0.943 1.011  0.0001
H -3.571 -0.088 2.568  0.0001
H -2.215 1.528 1.576  0.0018
H -2.430 0.896 0.066  0.0012

## Properties
- <S²> = 2.0157
- net charge = +4
- spin multiplicity = 3
- molar mass (g/mol) = 490.492
- ΔE to the lowest compared entry with this formula, charge and spin (kcal per mole) = 16.22
- LUMO (spin up / spin down) (Ha) = -0.4824 / -0.4576
- energy (Ha) = -2384.3075
- gap between HOMO and LUMO (spin up / spin down) (hartree) = 0.0827 / 0.1069

=====

The highest energy belongs to which entry? C4H14N2O